Record 1
Below is the ion C4H12NO with charge +1 at a distorted geometry, with properties calculated with ωB97M-V with the def2-TZVPD basis set.

Computed properties:
- E_HOMO (eV) = -14.76
- charge = +1
- DFT total energy (eV) = -7871.65348
- SMILES = C[C@@H]([NH3+])CCO
- energy above the lowest of the compared OMol25 structures with the same formula, charge and spin (kJ/mol) = 254.48
- multiplicity = 1

XYZ file:
```
18
Properties=species:S:1:pos:R:3:forces:R:3:mulliken_charge:R:1
C 1.45551 -0.50102 -1.26231 1.9 0.9 -3.3 -1.296
C 0.16135 -0.20027 -0.58872 0.0 0.8 0.0 -0.149
C 0.48409 0.94612 0.58918 -1.7 -3.4 -0.1 -0.521
C -0.88861 1.46322 1.11543 0.2 1.0 -1.2 -0.460
O -1.78742 0.38777 1.05149 -0.8 -2.1 0.5 -0.545
N -0.42194 -1.56740 -0.19347 4.5 -2.3 0.4 -0.409
H 2.38360 -0.95632 -0.77253 -1.9 -0.1 0.1 0.376
H 1.93602 0.51469 -1.48090 -0.8 -1.3 -0.4 0.315
H 1.21307 -1.03102 -2.29961 1.0 1.0 2.1 0.394
H -0.65099 0.04962 -1.32465 1.2 0.8 0.6 0.387
H 1.00512 0.22277 1.37487 -0.6 2.2 -1.3 0.264
H 1.06769 1.77636 0.11283 -0.2 -1.1 0.7 0.407
H -0.80948 1.94645 2.07752 0.0 -0.2 0.5 0.386
H -1.33773 2.19810 0.41914 0.8 0.1 0.2 0.316
H -2.60983 0.39903 1.57286 0.7 0.7 -0.1 0.307
H 0.50656 -2.15095 0.27742 -3.7 2.0 -0.8 0.459
H -1.21469 -1.30227 0.44609 0.2 -1.0 -0.5 0.350
H -0.49232 -2.19488 -1.11464 -0.8 1.9 2.5 0.420
```
Forces are in eV/Å.


Record 2
Below is a structure of composition C3H6CuO4 at a distorted geometry, with properties calculated with ωB97M-V with the def2-TZVPD basis set.

Computed properties:
- E_HOMO (spin up / spin down) (eV) = -5.58 / -8.51
- DFT total energy (eV) = -56033.35230
- energy above the lowest of the compared OMol25 structures with the same formula, charge and spin (kJ/mol) = 70.82
- multiplicity = 2

XYZ file:
```
14
Properties=species:S:1:pos:R:3:forces:R:3:mulliken_charge:R:1
O -0.59525 -2.66888 -3.42844 -0.3 0.0 0.2 -0.305
C -1.77657 -2.19088 -2.98914 0.0 1.3 -0.9 0.577
C -0.68921 -4.09840 -3.42066 0.0 -0.1 -0.1 -0.293
O -2.12593 -0.95091 -3.24090 0.5 0.5 1.3 -0.493
O -2.77285 -3.08738 -3.22642 0.8 0.1 1.2 -0.200
C -2.18586 -4.33109 -3.64649 0.0 -0.3 0.1 -0.346
Cu -3.98284 -0.90711 -4.41260 -0.1 0.1 -0.1 -0.121
H -0.34299 -4.48093 -2.45242 -0.1 0.1 -0.2 0.255
H -0.06140 -4.48645 -4.22763 -0.1 0.1 0.2 0.277
H -2.59772 -5.13497 -3.02750 0.1 0.1 -0.2 0.261
H -2.44270 -4.48593 -4.70149 0.0 0.1 0.3 0.275
O -1.30087 -1.66533 -1.27548 -1.2 0.7 -1.1 -0.729
H -1.76337 -0.55188 -2.00857 0.4 -2.6 -1.2 0.512
H -2.10250 -1.83601 -0.76839 -0.1 -0.1 0.4 0.330
```
Forces are in eV/Å.


Record 3
Below is a structure of composition C42H55N6O3PSnTe at a distorted geometry, with properties calculated with ωB97M-V with the def2-TZVPD basis set.

Computed properties:
- E_HOMO (eV) = -6.20
- DFT total energy (eV) = -81941.11552
- energy above the lowest of the compared OMol25 structures with the same formula, charge and spin (kJ/mol) = 98.44
- multiplicity = 1

XYZ file:
```
109
Properties=species:S:1:pos:R:3:forces:R:3:mulliken_charge:R:1
Sn -0.21738 -1.44748 0.48078 -0.1 -0.3 -0.2 0.530
N -0.76713 -3.05203 -0.36494 0.2 0.9 0.6 0.064
C -1.28718 -4.21485 -0.78431 0.3 -0.2 -0.4 -0.135
C -2.59237 -4.29303 -1.30185 -0.1 0.1 0.2 -0.081
C -3.12468 -5.48431 -1.73061 0.3 -0.6 -0.3 -0.518
C -2.34432 -6.64361 -1.74844 0.0 0.4 0.1 -0.432
C -1.03078 -6.56976 -1.31170 0.2 -0.6 0.4 -0.505
C -0.51567 -5.39080 -0.81326 0.4 0.0 0.2 -0.070
H -3.16776 -3.38484 -1.35308 -0.2 0.2 0.1 0.398
H -4.13616 -5.52761 -2.10277 -0.2 0.1 0.0 0.357
H -2.75115 -7.57879 -2.06561 -0.2 -0.4 -0.2 0.391
H -0.41386 -7.47667 -1.27192 -0.2 0.3 -0.2 0.307
H 0.50293 -5.34287 -0.41531 -0.3 0.0 -0.2 0.277
C 4.44130 2.58405 -6.91874 0.0 -0.2 1.2 -1.633
C 3.69631 1.99934 -5.71043 0.0 0.2 -1.0 0.704
C 4.21245 2.20113 -4.45173 -0.3 -0.2 0.8 -0.974
C 3.47932 1.85971 -3.30315 -0.2 -0.2 -0.3 1.165
C 4.08249 2.01605 -1.93487 0.3 0.3 0.2 -1.519
C 2.17393 1.36509 -3.46196 0.1 0.0 -0.4 -0.453
Te 1.03600 1.13831 -1.66794 -0.5 0.5 -0.1 -0.185
N -0.86876 1.43217 -2.29783 0.2 0.2 0.9 -0.272
C -1.50722 1.71257 -1.13768 0.0 0.2 -0.6 0.494
O -0.99785 1.66164 0.00973 0.1 -0.1 -0.2 -0.124
C -2.92892 2.24445 -1.26102 0.6 -0.5 -0.1 0.187
C -3.59040 2.63904 -0.10038 0.3 -0.1 0.2 -0.432
C -4.83814 3.22369 -0.18936 -0.5 0.1 -0.5 -0.645
C -5.42511 3.40745 -1.44483 0.1 -0.2 0.0 -0.407
C -4.78626 2.95625 -2.59624 0.0 0.0 0.3 -0.686
C -3.53492 2.36109 -2.50538 0.0 0.1 0.0 -0.128
C 1.28566 3.13146 -0.91486 -0.2 -0.2 0.0 0.530
C 0.81782 4.21755 -1.66105 0.0 -0.1 -0.1 0.867
C 0.53601 4.17767 -3.15054 -0.3 0.4 0.4 -1.253
C 0.57624 5.40130 -0.96959 -0.2 0.7 0.1 -1.011
C 0.78633 5.51702 0.40219 0.2 -0.1 0.1 0.801
C 0.40490 6.75249 1.17219 -0.2 0.5 -0.4 -1.637
C 1.34938 4.44286 1.09311 -0.2 0.0 -0.1 -0.840
C 1.57685 3.23274 0.45720 -0.2 -0.1 -0.5 0.904
C 1.96533 2.01894 1.25229 0.8 0.1 -0.1 -1.550
C 1.67992 1.02916 -4.73750 0.3 0.2 -0.3 1.318
C 0.37568 0.29776 -4.90291 0.1 -0.3 0.2 -1.420
C 2.46449 1.34779 -5.85342 0.1 0.1 0.2 -0.939
H 5.48904 2.77233 -6.67458 -0.1 0.1 0.2 0.357
H 3.97104 3.53363 -7.16348 0.0 0.0 -0.3 0.293
H 4.46480 1.93252 -7.76714 -0.4 -0.4 -0.6 0.413
H 5.20667 2.61974 -4.34791 0.0 0.0 0.1 0.373
H 5.17321 1.99646 -1.95178 0.0 0.0 -0.3 0.544
H 3.79813 1.20698 -1.25654 -0.1 0.0 -0.1 -0.069
H 3.79303 2.96982 -1.48418 0.0 -0.1 0.0 0.324
H -3.09146 2.47795 0.85781 -0.1 0.1 -0.3 0.433
H -5.39722 3.52741 0.68812 0.2 0.0 0.1 0.405
H -6.39507 3.88340 -1.53687 0.0 0.0 0.1 0.374
H -5.27014 3.07090 -3.55337 0.0 0.0 -0.1 0.423
H -2.99951 1.99437 -3.37965 -0.2 0.1 0.2 0.410
H -0.40726 3.67509 -3.36460 -0.1 0.0 0.1 0.241
H 1.29399 3.62487 -3.68470 0.3 0.1 -0.2 -0.003
H 0.47426 5.20865 -3.52462 0.1 -0.3 0.0 0.488
H 0.18338 6.28236 -1.50908 0.2 -0.6 0.2 0.277
H 0.02578 7.54942 0.50823 0.4 -0.3 0.2 0.359
H 1.25023 7.13449 1.75824 -0.2 0.0 -0.1 0.361
H -0.42524 6.53724 1.84717 0.1 -0.1 0.2 0.315
H 1.52355 4.51055 2.16641 0.0 0.1 -0.2 0.399
H 2.54220 2.29349 2.14892 -0.2 -0.1 -0.3 0.618
H 2.56053 1.30259 0.64797 -0.3 0.3 0.5 -0.033
H 1.05348 1.53012 1.55787 -0.3 -0.4 0.2 0.205
H 0.41434 -0.61334 -4.29067 -0.1 0.0 -0.1 0.253
H 0.20132 -0.01110 -5.93384 0.1 0.1 0.0 0.440
H -0.47287 0.86349 -4.52509 0.0 0.1 -0.1 0.101
H 2.12340 1.09097 -6.86019 -0.1 0.1 0.3 0.386
O 2.47083 -1.37641 -0.63631 0.1 -0.2 0.1 -0.032
N 2.95624 -2.50819 -0.22108 0.2 0.0 0.4 -0.022
C 3.47303 -2.60348 1.03246 -0.4 0.9 -0.3 -0.029
C 4.00231 -3.78402 1.46774 0.3 -0.2 0.6 -0.799
C 3.98200 -4.89990 0.64544 0.5 -0.3 0.3 -0.149
C 3.44691 -4.79935 -0.61940 0.0 -0.1 0.1 -0.825
C 2.92964 -3.58935 -1.01577 -0.5 0.4 -1.0 -0.050
H 3.38820 -1.66174 1.57546 0.2 -0.4 0.0 0.408
H 4.45956 -3.82805 2.45859 -0.3 0.0 -0.3 0.398
H 4.42559 -5.82819 0.99140 -0.1 0.1 -0.1 0.390
H 3.44482 -5.65052 -1.28655 -0.1 0.1 -0.1 0.436
H 2.46112 -3.36721 -1.97419 0.2 -0.3 0.2 0.438
C -1.12344 0.92336 3.55996 -0.2 -0.1 0.0 -0.842
N -1.23656 -0.18310 4.48958 0.1 -1.1 0.0 0.363
C -1.97603 0.06052 5.70489 -0.2 0.3 0.5 -0.893
P -1.03006 -1.77023 3.97117 0.0 0.6 -1.0 0.072
O 0.13738 -1.84210 3.00862 -1.0 -0.1 0.9 -0.733
N -2.50913 -2.26930 3.37148 0.9 -0.3 0.6 0.659
C -3.59662 -1.39115 3.03943 0.2 -0.3 -0.7 -0.895
C -2.65834 -3.64872 2.93907 0.4 -0.3 -0.6 -1.037
N -0.77104 -2.72380 5.28491 -0.6 -0.3 0.4 0.362
C 0.54521 -2.74303 5.86757 0.2 0.3 0.0 -1.094
C -1.81188 -3.31503 6.12578 0.2 0.4 -0.2 -1.128
H -0.43920 1.66016 3.93664 0.4 0.5 0.3 0.373
H -2.07374 1.43443 3.37791 -0.1 -0.2 0.0 0.438
H -0.72827 0.56978 2.61923 0.0 0.0 -0.3 -0.242
H -1.58583 0.93466 6.25380 0.0 -0.2 -0.3 0.332
H -1.93173 -0.79020 6.38785 0.2 0.1 -0.2 0.203
H -3.04018 0.23168 5.51104 -0.1 0.2 0.0 0.298
H -3.34720 -0.40548 3.35167 0.0 0.8 0.1 0.192
H -4.50091 -1.70477 3.52608 -0.6 -0.2 0.4 0.263
H -3.79994 -1.38286 1.96035 0.1 0.0 0.1 0.261
H -1.82838 -4.25207 3.30690 0.0 0.0 0.0 0.307
H -2.65128 -3.72368 1.84165 0.0 0.0 0.1 0.141
H -3.57792 -4.10509 3.30042 -0.2 0.1 0.2 0.408
H 1.22134 -2.22226 5.20510 0.3 0.1 -0.1 0.272
H 0.89229 -3.76477 5.96886 0.1 -0.2 0.2 0.343
H 0.55516 -2.22720 6.83490 0.0 -0.2 0.0 0.283
H -2.76817 -3.08064 5.68607 -0.4 0.0 0.0 0.333
H -1.78643 -2.90128 7.14426 0.1 0.0 -0.1 0.386
H -1.72031 -4.39801 6.20228 0.2 -0.1 -0.1 0.284
```
Forces are in eV/Å.


Record 4
Below is a structure of composition C11H23ClNO2P2V at a distorted geometry, with properties calculated with ωB97M-V with the def2-TZVPD basis set.

Computed properties:
- E_HOMO (spin up / spin down) (eV) = -18.57 / -18.57
- charge = +3
- DFT total energy (eV) = -74122.38484
- energy above the lowest of the compared OMol25 structures with the same formula, charge and spin (kJ/mol) = 48.58
- multiplicity = 2

XYZ file:
```
41
Properties=species:S:1:pos:R:3:forces:R:3:mulliken_charge:R:1
V 0.84537 1.17888 1.20879 0.8 -0.1 1.1 -0.352
P 0.79049 2.02579 -1.04083 2.4 0.5 -2.8 1.338
C 1.75228 0.58680 -1.83391 -1.5 0.0 1.8 -1.300
C 1.59122 -0.69065 -1.03570 1.5 -0.2 -1.0 0.398
N 1.23587 -0.57332 0.26145 -1.4 1.7 0.2 0.011
C 1.10877 -1.65536 1.05369 0.3 -0.6 1.2 0.891
C 1.69909 -2.85285 0.70608 -0.6 0.1 0.8 -0.836
C 2.27127 -2.94550 -0.55212 0.3 -0.6 0.0 -0.410
C 2.13418 -1.89914 -1.44737 0.1 0.7 -0.1 -0.748
C 0.37033 -1.41625 2.36245 1.2 0.3 0.2 -1.180
P -0.97557 -0.15908 2.17045 -0.9 -1.5 1.9 1.393
H 2.59962 -1.91892 -2.41271 -0.1 -0.3 -0.5 0.537
H 1.70760 -3.66236 1.44923 0.0 0.2 -0.6 0.518
H 2.83714 -3.83972 -0.80577 -0.2 0.1 -0.2 0.501
H -0.13465 -2.32040 2.70046 0.2 -0.1 0.0 0.598
H 1.05781 -1.15224 3.17871 0.1 0.0 -0.1 0.398
H 1.48318 0.71004 -2.85405 -0.7 -1.1 -1.1 0.652
H 2.78256 0.87817 -1.86505 0.7 0.0 0.5 0.544
H -2.08021 -2.15010 -2.87833 -0.1 0.1 -0.6 0.264
O -2.46478 -2.05113 -3.76259 -0.4 -1.1 1.0 -0.564
H -2.12543 -1.27235 -4.16501 0.5 1.0 -0.5 0.305
H -3.76528 0.27823 -0.50436 -0.3 -1.2 -0.5 0.303
O -3.78245 1.18029 -0.24310 0.9 0.8 0.8 -0.596
H -4.33637 1.61542 -0.88531 -0.5 0.3 -0.3 0.310
C -2.31625 -1.39847 1.91812 -0.7 0.5 -1.5 -1.291
H -2.07633 -2.26838 2.55156 0.0 0.5 -0.2 0.459
H -3.27757 -0.96367 2.21706 0.2 0.0 -0.1 0.441
H -2.38244 -1.69407 0.86351 -0.1 -0.2 0.3 0.368
C -1.51850 0.41911 3.82309 0.5 0.9 -0.3 -1.228
H -2.43302 1.00164 3.63399 0.2 -0.1 0.1 0.431
H -1.75689 -0.41540 4.49766 0.2 0.0 -0.4 0.429
H -0.77017 1.07129 4.27952 -0.2 0.0 0.1 0.420
C 2.30044 3.05909 -1.34036 -0.1 0.9 1.1 -1.315
H 2.61045 2.95931 -2.40263 -0.4 0.0 0.6 0.438
H 2.07098 4.10890 -1.09492 0.4 -0.3 -0.1 0.439
H 3.09540 2.65647 -0.68081 -0.2 0.5 -0.4 0.440
C -0.39808 2.73096 -2.25737 -1.2 -0.2 0.7 -1.008
H -0.53962 3.79720 -2.02266 0.1 -0.3 0.1 0.419
H -0.05657 2.66267 -3.30425 0.3 -0.3 0.5 0.452
H -1.37542 2.23413 -2.14988 0.3 0.2 -0.2 0.366
Cl 2.22155 2.14498 2.66326 -1.6 -1.2 -1.9 -0.236
```
Forces are in eV/Å.


Record 5
Below is a cluster of 2 separate species, C16H30NO7 in total at a distorted geometry, with properties calculated with ωB97M-V with the def2-TZVPD basis set.

Computed properties:
- E_HOMO (eV) = -3.35
- charge = -1
- DFT total energy (eV) = -32900.92789
- multiplicity = 1

XYZ file:
```
54
Properties=species:S:1:pos:R:3:forces:R:3:mulliken_charge:R:1
C 1.01773 1.62769 1.75665 0.2 -0.6 -0.3 0.096
C 2.50792 1.61463 1.80540 1.4 0.2 1.9 0.363
O 3.15282 1.64927 2.84629 -0.9 -0.3 -1.8 -0.647
O 3.20795 1.53687 0.61527 -0.4 0.3 0.5 -0.257
C 2.58019 2.17010 -0.49304 0.3 -0.5 -0.8 0.008
C 3.31553 1.82067 -1.77235 0.1 -0.1 0.4 -0.992
C 3.70171 0.37159 -2.02610 -0.1 -0.1 -0.3 -0.846
C 2.63654 -0.73645 -2.04269 0.2 0.0 0.1 -0.384
C 2.80322 -1.75105 -0.91233 -0.2 -0.1 0.6 -0.541
C 1.64452 -2.70938 -0.83719 0.4 -1.9 -1.3 0.323
O 1.52128 -3.56993 -1.71290 -0.2 1.3 1.0 -0.630
O 0.81298 -2.64319 0.21614 0.1 1.0 -0.7 -0.386
C -0.52648 -3.05731 -0.10467 -0.4 -0.8 0.6 0.301
N -0.62578 -4.48765 0.16974 0.1 -0.2 0.3 -0.806
C -1.52286 -2.29296 0.74905 0.0 -0.2 0.0 -1.009
C -2.59877 -1.59389 -0.06029 0.2 0.2 0.4 -0.959
C -2.06013 -0.54065 -1.00655 -0.4 0.0 0.0 0.995
C -3.17102 0.16357 -1.78826 0.2 0.1 -0.4 -1.161
O -3.07431 1.58960 -1.70068 0.1 -0.4 0.1 -0.413
C -3.53011 2.08480 -0.49808 -1.5 1.0 1.2 0.718
C -2.47943 2.69006 0.38897 -0.7 0.1 -2.0 -0.598
O -4.71594 2.03537 -0.18873 1.7 -0.3 -0.8 -0.625
H 0.60818 2.62522 1.76272 -0.2 0.3 0.0 0.353
H 0.68409 1.10824 0.86823 -0.4 0.0 -0.1 -0.402
H 0.60829 1.10258 2.60420 -0.1 0.1 0.4 0.229
H 2.63816 3.24913 -0.40074 -0.2 0.3 0.3 0.362
H 1.54761 1.86876 -0.58763 -0.3 0.0 0.1 0.076
H 4.23572 2.39788 -1.77571 0.2 0.1 -0.2 0.390
H 2.70039 2.16744 -2.59529 -0.2 0.2 -0.2 0.339
H 4.11922 0.38190 -3.02781 0.3 0.0 -0.2 0.369
H 4.51430 0.09371 -1.36915 0.2 -0.1 0.3 0.413
H 2.80675 -1.30407 -2.94741 -0.3 -0.1 -0.3 0.389
H 1.61753 -0.36567 -2.10167 -0.2 0.3 0.1 0.224
H 3.63918 -2.38459 -1.17724 0.4 -0.1 0.1 0.311
H 3.02570 -1.29324 0.04506 -0.2 0.2 0.2 0.365
H -0.72430 -2.87709 -1.15516 0.3 0.2 -0.3 0.626
H -1.27457 -4.90925 -0.47940 -0.2 -0.1 0.0 0.236
H 0.26672 -4.92310 -0.01430 0.1 0.0 -0.2 0.301
H -1.01572 -1.59354 1.40430 0.2 0.3 0.0 0.431
H -1.98668 -3.02842 1.39421 -0.1 -0.1 0.2 0.334
H -3.22599 -2.32395 -0.57074 0.0 -0.1 -0.3 0.361
H -3.23865 -1.08481 0.64988 -0.3 0.1 0.2 0.460
H -1.35086 -0.96844 -1.70518 0.3 -0.1 -0.2 0.322
H -1.53329 0.20753 -0.42926 0.2 0.2 0.2 -0.659
H -4.15722 -0.16226 -1.47948 -0.3 0.0 0.2 0.436
H -3.06507 -0.06932 -2.83841 -0.1 0.0 -0.4 0.341
H -1.55570 2.81838 -0.15625 0.3 0.0 -0.2 0.185
H -2.33607 2.01079 1.22369 0.1 -0.1 0.9 0.165
H -2.81885 3.65130 0.74200 -0.2 0.1 0.4 0.428
C -1.86733 1.53420 4.11700 0.0 -0.4 0.9 -0.896
O -1.91578 1.89003 2.82153 0.3 -0.1 0.3 -0.668
H -0.83356 1.44206 4.56558 -0.1 0.1 -0.2 0.185
H -2.38028 2.22987 4.83874 0.0 0.0 -0.3 0.225
H -2.32951 0.53701 4.37002 0.0 0.1 -0.2 0.220
```
Forces are in eV/Å.


Record 6
Below is a structure of composition C8H12NP at a distorted geometry, with properties calculated with ωB97M-V with the def2-TZVPD basis set.

Computed properties:
- E_HOMO (eV) = -7.49
- DFT total energy (eV) = -19265.96369
- energy above the lowest of the compared OMol25 structures with the same formula, charge and spin (kJ/mol) = 204.26
- multiplicity = 1

XYZ file:
```
22
Properties=species:S:1:pos:R:3:forces:R:3:mulliken_charge:R:1
C 2.60277 -0.84650 0.08029 -1.6 1.0 2.0 -0.184
C 2.14174 0.00020 1.11618 3.5 -1.4 -2.8 -0.873
C 1.67996 -1.39553 -0.91050 -1.4 0.4 1.6 -0.720
C 0.84976 0.63811 1.00096 -2.3 -1.0 -2.0 -0.092
C 0.34758 -1.25539 -0.63507 1.4 0.3 -1.6 -0.411
C -0.11955 -0.35654 0.37345 -2.2 -1.1 1.4 0.379
C -2.56552 -1.14964 0.17194 -0.8 2.2 -0.6 -1.221
C -1.44121 -0.26968 0.71546 1.3 -0.6 -0.5 -0.095
N -1.00343 1.93165 -0.69639 1.8 -2.7 2.1 -0.539
P 0.53506 1.88051 -0.37661 -0.6 0.1 1.0 0.207
H 3.58516 -1.28471 0.09240 0.4 0.3 0.2 0.399
H 2.91912 0.33048 1.80596 -0.5 0.0 0.1 0.328
H 1.97761 -2.09149 -1.66461 0.4 0.0 -0.4 0.436
H 0.33083 0.92867 1.88460 0.2 0.8 0.8 0.529
H -0.34461 -1.65663 -1.36431 -0.3 -0.3 0.4 0.329
H -3.48581 -0.99124 0.84767 1.4 -0.6 -1.3 0.296
H -2.82147 -0.88305 -0.94189 0.3 -0.2 2.1 0.236
H -2.19010 -2.15064 0.14335 -0.3 -0.8 0.2 0.379
H -1.61501 0.51172 1.44170 -0.7 -0.2 0.1 0.297
H -1.25706 2.66656 -1.22391 -1.3 3.3 -2.2 0.197
H 1.38422 1.37655 -1.33528 0.7 0.0 -0.5 0.044
H 1.14277 3.03316 0.10428 0.4 0.5 -0.2 0.080
```
Forces are in eV/Å.